{"formula": "C32H50BN7ORuS", "method": "the ωB97M-V functional and the def2-TZVPD basis", "elements": ["Ru", "C", "C", "C", "C", "C", "C", "C", "C", "C", "N", "N", "B", "N", "N", "C", "C", "C", "C", "C", "C", "C", "C", "C", "N", "N", "C", "C", "C", "C", "C", "C", "C", "C", "C", "H", "H", "H", "H", "H", "H", "H", "H", "H", "H", "H", "H", "H", "H", "H", "H", "H", "H", "H", "H", "H", "H", "H", "H", "H", "H", "H", "H", "H", "H", "H", "H", "H", "H", "H", "H", "H", "H", "H", "H", "H", "H", "H", "H", "H", "H", "O", "N", "C", "C", "C", "C", "C", "S", "H", "H", "H", "H"], "xyz": [[1.265426, -0.647578, 1.102988], [0.490979, -1.018856, 4.256976], [-0.658522, -0.028551, 4.313117], [-0.140314, 1.353660, 4.725275], [-1.390239, 0.097932, 3.012568], [-2.703060, 0.551833, 2.907586], [-2.995059, 0.573873, 1.557212], [-4.358852, 1.000634, 1.092094], [-5.173125, -0.181511, 0.568541], [-4.371102, 2.171288, 0.112857], [-1.893630, 0.141559, 0.895981], [-0.921516, -0.141135, 1.790093], [-1.638764, 0.081986, -0.633134], [-0.554152, 1.135703, -1.001738], [0.707332, 0.999051, -0.551976], [1.456602, 1.939961, -1.112596], [0.661445, 2.724818, -1.945831], [-0.608946, 2.183926, -1.855457], [-1.812495, 2.711099, -2.569045], [-1.536825, 2.794498, -4.073321], [-2.169732, 4.097939, -2.023236], [2.919767, 2.075981, -0.855815], [3.169232, 3.299239, 0.028181], [3.680247, 2.168965, -2.179208], [-1.101205, -1.295678, -1.117665], [0.072980, -1.782461, -0.662474], [0.420804, -2.822767, -1.412788], [-0.570478, -3.034535, -2.368385], [-1.515821, -2.045824, -2.168414], [-2.682966, -1.931407, -3.112458], [-4.074655, -1.853882, -2.488821], [-2.464942, -0.784862, -4.103222], [1.694938, -3.605633, -1.318827], [2.601462, -3.100305, -0.210580], [2.425155, -3.556118, -2.665343], [0.872243, -1.227319, 5.254046], [0.187118, -1.955920, 3.786480], [1.297658, -0.569145, 3.670403], [-1.392041, -0.362577, 5.057038], [0.606932, 1.690529, 4.007162], [-0.953071, 2.075333, 4.757165], [0.315452, 1.303200, 5.711159], [-3.357079, 0.828359, 3.711113], [-4.853907, 1.355793, 2.004107], [-4.674222, -0.627138, -0.281122], [-5.279428, -0.940322, 1.340096], [-6.163692, 0.155240, 0.267083], [-4.083755, 1.853585, -0.880653], [-5.372114, 2.594690, 0.060495], [-3.684997, 2.947345, 0.442463], [-2.643759, 0.311620, -1.194017], [0.964842, 3.566632, -2.534821], [-2.656365, 2.041606, -2.400158], [-0.778713, 3.545972, -4.278458], [-1.178616, 1.840930, -4.453424], [-2.442311, 3.065697, -4.612218], [-1.389352, 4.813901, -2.271742], [-3.107468, 4.443356, -2.453369], [-2.273971, 4.070248, -0.941566], [3.243958, 1.173135, -0.315282], [2.773747, 4.197482, -0.442558], [2.674941, 3.164773, 0.987453], [4.233944, 3.430701, 0.200589], [3.393200, 3.066357, -2.722803], [4.752857, 2.203854, -2.002768], [3.456880, 1.305223, -2.802697], [-0.595216, -3.801102, -3.114837], [-2.644875, -2.866943, -3.683992], [-4.323671, -0.830789, -2.227411], [-4.814982, -2.203393, -3.206010], [-4.137639, -2.479792, -1.603929], [-2.471845, 0.166207, -3.582310], [-1.505249, -0.900682, -4.604427], [-3.250670, -0.780387, -4.857120], [1.434288, -4.650178, -1.103241], [2.759387, -2.007143, -0.307335], [2.148281, -3.321034, 0.757938], [3.576068, -3.586432, -0.259482], [2.680790, -2.527823, -2.915009], [3.343480, -4.138173, -2.615061], [1.806386, -3.958894, -3.462968], [2.495477, -2.287924, 2.516804], [3.626090, -2.053450, 3.092829], [4.245962, -3.065918, 3.725108], [5.438493, -2.897099, 4.382444], [6.037949, -1.638691, 4.374317], [5.409798, -0.610573, 3.711518], [4.190600, -0.811898, 3.053210], [3.412610, 0.453784, 2.201164], [3.727374, -4.011649, 3.676123], [5.885318, -3.732749, 4.894313], [6.980051, -1.476667, 4.872595], [5.826863, 0.383407, 3.682436]], "atomic_forces_ev_per_a": [[-0.6466, 0.9722, -1.4327], [-0.1242, 0.1535, -0.1332], [0.2690, 0.0082, -0.0239], [-0.1477, -0.1560, 0.0348], [-0.2859, -0.0378, -0.0445], [0.2302, -0.1114, -0.3745], [-0.0664, 0.1421, 0.8169], [-0.1357, -0.0632, -0.3770], [0.0642, 0.1889, 0.1659], [0.0307, -0.0795, 0.2064], [-0.4841, 0.0533, -0.3776], [1.8928, -0.3795, 0.3095], [0.6735, -0.1183, 0.2759], [-0.4408, 0.2732, -0.2607], [0.8679, -1.1600, 1.4649], [0.0160, -0.1502, 0.0481], [-0.2116, -0.2529, 0.1291], [0.2799, 0.0984, 0.0051], [-0.0854, 0.0455, -0.0456], [-0.1051, -0.1520, 0.1384], [-0.0871, -0.2255, 0.0281], [0.0588, -0.1257, 0.1105], [0.0282, -0.2806, -0.0346], [-0.0848, -0.1198, 0.2070], [-0.5624, 0.0422, -0.1445], [1.1752, 0.3006, 1.4179], [-0.2080, -0.0198, -0.0148], [-0.1153, 0.3380, 0.2571], [0.2789, -0.7226, -0.2391], [-0.1850, 0.3460, -0.0459], [0.2144, -0.0500, -0.0868], [0.0327, -0.2882, 0.0088], [0.3360, 0.2116, 0.0191], [-0.3801, -0.1271, 0.0539], [-0.1767, -0.1199, 0.0925], [0.0498, -0.0306, 0.1239], [0.1231, 0.0189, 0.0512], [-0.0936, -0.2519, 0.2420], [0.0036, 0.0485, -0.1204], [0.0532, 0.0692, -0.0188], [-0.0309, 0.1340, -0.0007], [0.1172, 0.0346, 0.1132], [-0.1346, 0.0426, 0.1283], [0.1545, -0.0716, -0.0677], [-0.0059, -0.0947, -0.1183], [-0.0358, -0.1048, 0.0491], [-0.1041, -0.0400, -0.0653], [0.0487, -0.0149, -0.2220], [-0.0929, 0.0498, -0.0409], [0.0392, 0.1182, -0.0086], [-0.3575, 0.0710, -0.2195], [0.0593, 0.1537, -0.1274], [0.0408, -0.0053, -0.0059], [0.0951, 0.0886, -0.0386], [0.0233, -0.0503, -0.0914], [-0.0821, 0.0591, -0.0702], [0.0819, 0.0730, -0.0134], [-0.0945, 0.0853, -0.0538], [-0.0169, 0.0547, 0.0779], [-0.0370, 0.2873, -0.1878], [-0.0181, 0.1044, -0.0520], [-0.0231, 0.0830, 0.1291], [0.1447, 0.0577, 0.0700], [-0.0047, 0.1095, -0.0994], [0.1140, 0.0206, 0.0118], [0.0293, -0.0403, -0.1029], [-0.0438, -0.1594, -0.2049], [0.0621, 0.1236, 0.1147], [-0.0501, 0.1023, 0.0772], [-0.0839, 0.0098, -0.0611], [-0.0886, -0.0505, 0.1564], [-0.0288, 0.1673, 0.0494], [0.0613, 0.0724, -0.0556], [-0.0808, 0.0538, -0.0607], [0.0240, 0.0953, -0.0342], [0.0832, -0.3255, 0.0070], [0.2847, 0.1463, -0.2031], [0.0568, 0.0317, 0.0399], [0.0240, 0.1074, -0.0357], [0.0784, -0.0497, -0.0106], [-0.0089, -0.0071, -0.1388], [-1.3843, 0.0142, -0.7247], [0.6433, 0.7579, 0.1646], [0.2318, -0.5149, 0.3586], [-0.1016, 0.1701, -0.1412], [-0.1312, 0.0231, -0.0890], [0.0045, -0.2238, 0.0946], [-0.2279, -0.0469, -0.0038], [-1.3369, -0.0598, -0.7398], [-0.0966, 0.0770, -0.0254], [0.0210, -0.1126, -0.0049], [0.0863, 0.0463, 0.0759], [0.0407, 0.0585, -0.0307]], "lowdin_charge": [1.01, -0.10, -0.37, -0.06, -0.26, 0.03, -0.19, -0.35, -0.04, -0.05, 0.05, 0.04, -0.47, 0.05, 0.05, -0.28, 0.04, -0.19, -0.37, -0.06, -0.05, -0.40, -0.07, -0.06, 0.05, 0.05, -0.26, 0.02, -0.19, -0.35, -0.06, -0.05, -0.36, -0.10, -0.06, 0.08, 0.08, -0.01, 0.14, 0.08, 0.07, 0.08, 0.12, 0.13, 0.03, 0.09, 0.08, 0.05, 0.08, 0.08, 0.10, 0.11, 0.09, 0.08, 0.07, 0.08, 0.08, 0.08, 0.07, 0.05, 0.08, 0.06, 0.08, 0.07, 0.08, 0.08, 0.11, 0.13, 0.05, 0.08, 0.09, 0.05, 0.09, 0.09, 0.14, 0.06, 0.05, 0.09, 0.09, 0.08, 0.07, -0.26, -0.22, -0.02, -0.06, -0.07, -0.10, -0.66, 0.66, 0.14, 0.10, 0.11, 0.10], "homo_lumo_gap_ev": [7.80, 7.93], "homo_energy_ha": [-0.281, -0.288], "e_above_lowest_kj_mol": 199.0, "largest_force_ev_per_a": 2.060}